Computed, not measured: a structure of composition C5H10AgF12N4O12S4 in a non-equilibrium geometry, with the ωB97M-V functional and the def2-TZVPD basis.

```
48
Properties=species:S:1:pos:R:3:forces:R:3
Ag -13.964 15.356 3.669 0.2 0.1 -0.3
C -16.986 17.763 4.710 1.2 -0.7 -0.5
F -16.332 18.212 5.757 0.1 0.5 0.5
F -17.291 16.499 4.935 -0.3 -0.6 0.1
F -18.069 18.441 4.477 -0.7 0.6 0.0
S -15.909 17.856 3.171 0.9 -0.3 -1.5
O -16.262 16.757 2.317 -0.3 0.2 0.7
O -16.045 19.206 2.701 0.1 -1.0 0.5
N -14.270 17.474 3.649 -3.8 0.1 0.1
S -13.585 18.884 3.831 4.1 3.7 -0.7
O -13.073 19.478 2.622 -0.4 -1.0 0.3
O -14.233 19.841 4.683 -0.7 -1.2 0.7
C -11.980 18.465 4.743 -0.6 0.1 -0.1
F -11.598 19.550 5.404 -0.1 0.0 0.1
F -12.156 17.466 5.615 0.1 -0.1 0.2
F -11.007 18.148 3.904 0.1 -0.3 -0.2
C -13.830 16.803 -0.794 -0.3 -0.6 0.0
F -15.103 16.667 -0.470 -0.4 0.3 0.2
F -13.654 16.320 -2.007 0.4 -0.5 0.0
F -13.473 18.065 -0.842 0.1 0.4 0.6
S -12.798 15.912 0.557 0.9 0.3 0.6
O -11.769 15.232 -0.184 -0.6 0.0 0.5
O -12.407 16.944 1.492 -0.5 -0.8 -0.5
N -13.819 14.834 1.453 2.0 2.4 -1.5
S -14.354 13.701 0.494 -3.0 -2.4 0.1
O -15.681 13.332 0.941 0.8 0.0 0.5
O -14.227 13.861 -0.919 0.8 0.7 0.2
C -13.297 12.196 0.865 -1.7 -0.5 -0.2
F -12.254 12.181 0.072 0.6 -0.1 0.4
F -12.989 12.092 2.162 0.7 0.4 -0.2
F -14.049 11.096 0.627 0.3 0.4 -0.4
O -14.118 15.536 6.091 -0.1 -0.4 0.1
H -14.398 16.192 6.743 0.0 0.2 -0.3
H -13.497 14.964 6.557 0.0 0.1 -0.1
O -13.510 13.127 4.452 -0.1 -0.3 0.5
H -12.802 12.911 5.071 0.0 0.2 -0.1
H -14.063 12.336 4.405 0.0 0.2 -0.2
O -16.079 14.261 3.861 -0.5 -0.5 0.1
H -16.709 14.124 3.136 0.4 0.2 -0.1
H -16.381 13.689 4.576 0.0 0.2 0.0
C -10.605 14.717 3.265 -0.4 -0.6 -1.3
O -11.621 15.127 3.846 0.7 -0.4 0.4
N -9.859 15.538 2.478 -1.4 -0.3 1.5
N -10.275 13.386 3.187 0.1 0.7 0.6
H -8.930 15.274 2.226 0.2 0.5 -0.4
H -10.350 16.423 2.395 1.0 0.2 -0.4
H -10.808 12.699 3.680 -0.1 0.0 0.0
H -9.492 13.099 2.635 0.0 -0.2 -0.1
```
Positions in Å, forces in eV/Å.

As for the multiplicity: 2. The HOMO-LUMO gap (alpha / beta) is 9.40 / 5.84 eV. As for the energy relative to the best compared isomer or geometry (same formula, charge and spin): 1.6169 eV. The expectation value of S² is 0.75. Its largest force on an atom is 0.1078 hartree/bohr. Its energy is -115823.3683 eV. As for the LUMO energy (alpha / beta): -0.032 / -0.159 Eh. The HOMO energy (alpha / beta) is -10.283 / -10.177 eV.